Computed, not measured: C2HF3N2 as an isolated structure in a non-equilibrium geometry, with the ωB97M-V functional and the def2-TZVPD basis.

Each line ends with the Löwdin charge.
Geometry (Å):
C 1.4069 -0.3530 -0.2889  -0.304
C -0.9463 0.2696 0.1490  -0.755
N 1.8613 0.7163 0.1332  0.270
N 0.2327 0.3071 -0.6708  0.139
F -1.4079 -0.9831 -0.0349  0.124
F -0.9779 0.5064 1.4676  0.161
F -1.7312 1.0552 -0.4738  0.200
H 1.5625 -1.5184 -0.2815  0.166

E	-485.79390	hartree
LUMO level (spin up / spin down)	-0.886 / -0.885	eV
E_HOMO (spin up / spin down)	-11.214 / -11.214	eV
orbital gap (spin up / spin down)	0.37953 / 0.37956	hartree
M	110.04	g mol⁻¹